(1)
Below is a structure of composition C26H43BaN2O12, with properties calculated with the ωB97M-V functional and the def2-TZVPD basis.

```
! wB97M-V def2-TZVPD RIJCOSX def2/J DEFGRID3
* xyz 1 1
Ba 2.32 -7.47 5.36
C -2.01 -6.07 4.46
C -0.62 -6.51 4.81
O 0.09 -7.07 3.91
O -0.17 -6.30 5.97
H -2.15 -5.01 4.65
H -2.72 -6.64 5.06
H -2.22 -6.24 3.40
C -5.57 -10.02 4.37
C -5.40 -11.32 3.91
C -4.25 -11.70 3.24
C -3.28 -10.74 3.00
C -3.43 -9.44 3.42
C -4.56 -9.09 4.15
N -2.08 -11.11 2.24
O -1.65 -12.23 2.40
O -1.60 -10.27 1.51
H -6.50 -9.69 4.79
H -6.14 -12.08 4.11
H -4.12 -12.71 2.88
H -2.66 -8.72 3.20
H -4.76 -8.04 4.34
C -4.01 -7.90 9.64
C -4.05 -7.59 10.99
C -4.13 -6.27 11.39
C -4.20 -5.29 10.42
C -4.13 -5.57 9.07
C -4.01 -6.89 8.69
N -4.31 -3.88 10.84
O -4.37 -3.66 12.03
O -4.33 -3.03 9.96
H -3.98 -8.94 9.32
H -3.94 -8.34 11.77
H -4.13 -5.99 12.44
H -4.18 -4.76 8.35
H -4.02 -7.16 7.64
C -1.70 -2.76 6.61
O -1.35 -2.71 7.97
C -0.91 -3.96 8.44
C -0.80 -4.02 9.93
O 0.12 -3.06 10.37
C 0.56 -3.31 11.68
H -2.66 -3.26 6.47
H -0.90 -3.25 6.04
H -1.75 -1.73 6.26
H 0.10 -4.15 8.02
H -1.56 -4.72 8.00
H -0.47 -5.04 10.16
H -1.78 -3.86 10.38
H -0.22 -3.12 12.42
H 1.41 -2.66 11.88
H 0.89 -4.35 11.81
C -2.17 0.71 3.89
O -1.83 -0.65 3.78
C -0.52 -0.85 3.38
C -0.30 -2.29 3.00
O -1.27 -2.68 2.06
C -0.97 -3.84 1.35
H -2.01 1.23 2.93
H -1.54 1.22 4.63
H -3.21 0.77 4.18
H 0.18 -0.62 4.21
H -0.23 -0.20 2.55
H -0.36 -2.95 3.88
H 0.71 -2.30 2.56
H -0.05 -3.74 0.77
H -1.76 -3.96 0.60
H -0.99 -4.77 1.94
C -4.50 -3.56 2.18
O -4.60 -4.59 1.23
C -5.20 -5.76 1.75
C -5.10 -6.91 0.75
O -3.97 -7.75 0.95
C -2.76 -7.18 0.51
H -3.97 -2.73 1.72
H -3.88 -3.88 3.03
H -5.49 -3.24 2.52
H -6.27 -5.57 1.94
H -4.73 -6.08 2.69
H -5.13 -6.55 -0.28
H -5.95 -7.58 0.90
H -2.69 -7.20 -0.59
H -1.92 -7.73 0.93
H -2.66 -6.13 0.81
*
```

**LUMO level**: -5.106 eV
**Highest occupied orbital energy**: -11.21 eV


(2)
Below is a structure of composition C36H34GaIN5O2, with properties calculated with the ωB97M-V functional and the def2-TZVPD basis.

```
! wB97M-V def2-TZVPD RIJCOSX def2/J DEFGRID3
* xyz 1 1
Ga 0.35 1.32 -0.34
C 0.34 5.36 -2.29
C -0.18 5.17 -0.89
N -0.92 6.10 -0.35
C -1.40 5.94 0.90
C -1.11 4.86 1.68
C -1.62 4.73 3.09
O -2.11 3.43 3.37
C -0.31 3.83 1.12
C 0.22 2.80 2.00
N 0.69 1.68 1.59
C 1.53 0.94 2.47
C 0.99 0.36 3.62
C 1.81 -0.33 4.50
C 3.17 -0.44 4.23
C 3.71 0.14 3.09
C 2.90 0.82 2.20
I 3.71 1.74 0.52
C 0.12 3.95 -0.21
O 0.80 3.03 -0.87
H -0.12 6.25 -2.72
H 0.13 4.49 -2.90
H 1.42 5.49 -2.28
H -2.04 6.73 1.27
H -2.39 5.49 3.27
H -0.82 4.91 3.81
H -2.92 3.28 2.86
H 0.34 3.04 3.05
H -0.07 0.46 3.80
H 1.39 -0.78 5.39
H 3.82 -0.97 4.92
H 4.77 0.06 2.90
C 0.41 -5.25 -0.02
C -0.65 -4.90 -1.03
C -1.62 -5.83 -1.41
C -2.60 -5.50 -2.34
C -2.63 -4.24 -2.92
C -1.67 -3.31 -2.57
C -0.70 -3.64 -1.62
N 0.29 -2.66 -1.27
C 0.00 -1.43 -0.81
N -1.23 -1.27 -0.26
C -2.11 -0.15 -0.39
C -1.59 1.12 -0.60
C -2.50 2.14 -0.89
C -3.87 1.90 -0.88
C -4.35 0.63 -0.57
C -3.48 -0.42 -0.33
C -4.01 -1.80 -0.03
N 0.91 -0.46 -0.84
C 2.19 -0.76 -1.44
C 2.48 -0.18 -2.67
C 3.73 -0.36 -3.25
C 4.67 -1.15 -2.60
C 4.36 -1.73 -1.38
C 3.12 -1.55 -0.77
C 2.84 -2.22 0.55
H 0.27 -6.26 0.36
H 0.40 -4.56 0.82
H 1.41 -5.20 -0.47
H -1.60 -6.81 -0.97
H -3.34 -6.24 -2.61
H -3.38 -3.99 -3.65
H -1.65 -2.33 -3.02
H 1.25 -2.84 -1.52
H -1.72 -2.15 -0.19
H -2.15 3.14 -1.11
H -4.56 2.70 -1.10
H -5.41 0.45 -0.54
H -5.09 -1.78 0.08
H -3.60 -2.19 0.91
H -3.77 -2.52 -0.82
H 1.73 0.43 -3.16
H 3.95 0.09 -4.20
H 5.65 -1.30 -3.04
H 5.11 -2.34 -0.88
H 3.73 -2.21 1.17
H 2.56 -3.27 0.40
H 2.03 -1.73 1.10
*
```

**LUMO level**: -2.937 eV
**Highest occupied orbital energy**: -10.89 eV


(3)
Below is a structure of composition C4H5N3O2, with properties calculated with the ωB97M-V functional and the def2-TZVPD basis.

```
! wB97M-V def2-TZVPD RIJCOSX def2/J DEFGRID3
* xyz 0 3
C 0.49 -0.09 -0.02
C -2.33 0.09 0.79
C -1.25 0.72 -0.06
C 1.38 0.53 -1.04
N -1.38 1.99 -0.72
N -1.71 1.06 -1.46
N -1.90 -0.53 1.87
O 0.63 -0.91 0.88
O -3.49 0.37 0.47
H 0.79 0.31 -1.95
H 2.45 0.10 -1.13
H 1.45 1.65 -1.20
H -1.04 -0.83 2.02
H -2.55 -0.95 2.50
*
```

**LUMO level (alpha / beta)**: -0.406 / -3.748 eV
**Highest occupied orbital energy (alpha / beta)**: -6.29 / -9.32 eV


(4)
Below is the ion C3H10N3O2 with charge +1, with properties calculated with the ωB97M-V functional and the def2-TZVPD basis.

```
! wB97M-V def2-TZVPD RIJCOSX def2/J DEFGRID3
* xyz 1 1
C 1.25 -0.15 -0.64
N 0.19 0.22 0.32
C 0.00 -0.94 1.14
C 0.73 1.32 1.06
N -1.02 0.63 -0.40
N -1.57 -0.25 -1.17
O -1.27 -1.35 -1.51
O -2.46 0.41 -1.93
H 1.39 0.47 -1.49
H 2.17 0.10 -0.20
H 1.17 -1.19 -0.83
H 0.81 -1.56 1.16
H -0.21 -0.63 2.21
H -0.84 -1.47 0.71
H 1.32 0.81 1.93
H 1.35 2.00 0.45
H -0.01 1.89 1.50
H -3.00 -0.30 -2.30
*
```

**LUMO level**: -4.449 eV
**Highest occupied orbital energy**: -15.60 eV


It is found that the relative energy (zero: lowest compared OMol25 entry of this formula, charge and spin) values, taken in the order of the records, are 2.5881 0.3289 1.9483 8.6508 eV.